Below is 8 unconnected molecules or ions with the total composition C39H54O9S3 in a non-equilibrium geometry, with properties calculated with wB97M-V/def2-TZVPD.

Geometry as ORCA input:
```
! wB97M-V def2-TZVPD RIJCOSX def2/J DEFGRID3
* xyz -1 2
O 3.029 -2.547 -2.438
S 1.859 -3.170 -3.038
O 0.994 -2.361 -3.924
O 2.112 -4.687 -3.834
C 3.267 -5.485 -3.482
C 3.195 -6.241 -2.110
C 0.783 -3.756 -1.666
H 4.200 -4.921 -3.506
H 3.370 -6.321 -4.175
H 2.246 -6.729 -1.893
H 3.383 -5.533 -1.303
H 3.929 -7.046 -2.134
H 1.055 -3.212 -0.761
H 0.868 -4.824 -1.465
H -0.237 -3.569 -2.002
O -4.048 -0.237 -1.791
S -2.896 -1.018 -2.230
O -2.054 -1.710 -1.254
O -3.516 -2.023 -3.397
C -4.465 -2.897 -3.020
C -4.368 -4.345 -3.575
C -1.883 -0.024 -3.366
H -5.434 -2.473 -3.285
H -4.425 -3.122 -1.954
H -3.333 -4.645 -3.410
H -4.468 -4.427 -4.657
H -5.045 -5.026 -3.059
H -1.271 0.589 -2.704
H -2.557 0.584 -3.969
H -1.315 -0.659 -4.045
O 4.281 -0.400 2.914
S 3.071 -1.196 3.214
O 2.766 -2.435 2.509
O 2.983 -1.509 4.827
C 3.806 -0.736 5.698
C 3.486 -0.973 7.162
C 1.616 -0.069 3.264
H 3.656 0.316 5.452
H 4.874 -0.769 5.485
H 4.256 -0.534 7.796
H 3.422 -2.057 7.257
H 2.448 -0.669 7.295
H 1.684 0.364 2.266
H 1.811 0.582 4.117
H 0.798 -0.781 3.366
C -5.165 4.058 -0.125
C -6.112 4.929 -0.726
C -6.462 4.803 -2.046
C -5.884 3.859 -2.851
C -4.845 3.085 -2.331
C -4.441 3.213 -1.000
H -4.983 4.169 0.934
H -6.636 5.603 -0.064
H -7.281 5.354 -2.485
H -6.101 3.604 -3.878
H -4.410 2.338 -2.978
H -3.544 2.631 -0.848
C 1.255 0.830 -0.799
C 0.904 2.155 -0.636
C -0.296 2.452 0.070
C -1.129 1.468 0.561
C -0.644 0.213 0.546
C 0.491 -0.173 -0.253
H 2.084 0.560 -1.436
H 1.559 2.940 -0.986
H -0.606 3.482 0.163
H -2.127 1.629 0.942
H -1.256 -0.520 1.051
H 0.866 -1.185 -0.281
C -6.248 -3.544 2.905
C -5.436 -4.448 2.230
C -4.375 -3.913 1.445
C -4.069 -2.564 1.447
C -4.843 -1.674 2.224
C -5.979 -2.159 2.859
H -7.153 -3.884 3.387
H -5.814 -5.425 1.970
H -3.824 -4.492 0.718
H -3.329 -2.326 0.698
H -4.833 -0.595 2.195
H -6.652 -1.417 3.263
C 1.046 3.694 3.214
C 1.741 4.036 2.058
C 3.129 4.066 2.020
C 3.844 3.822 3.166
C 3.196 3.520 4.339
C 1.775 3.502 4.392
H -0.012 3.482 3.170
H 1.193 4.245 1.152
H 3.649 4.417 1.141
H 4.923 3.815 3.142
H 3.751 3.138 5.182
H 1.254 3.338 5.324
C 4.622 3.559 -2.190
C 5.615 4.364 -1.667
C 6.819 4.430 -2.350
C 7.049 3.541 -3.408
C 6.083 2.675 -3.832
C 4.808 2.706 -3.252
H 3.693 3.506 -1.642
H 5.422 4.943 -0.776
H 7.565 5.157 -2.066
H 7.969 3.597 -3.972
H 6.274 2.013 -4.664
H 3.974 2.082 -3.537
*
```

The calculation puts the orbital gap (alpha / beta) at 1.97 / 6.60 eV. Its calculated total energy is -92246.4963 eV. Its HOMO energy (alpha / beta) is 0.3077 / -4.3699 eV. The value obtained for the LUMO energy (alpha / beta) is 2.28 / 2.23 eV.